[1]
A structure of composition C17H48CrO19. Source: the Open Molecules 2025 dataset; level of theory: wB97M-V/def2-TZVPD.

Each line ends with the Löwdin charge.
Positions of all 85 atoms, in Å:
1 O 3.0187 0.4801 -3.1009  -0.025
2 H -0.9642 5.6890 -0.1943  0.087
3 H -0.3682 -0.1476 -4.1086  0.128
4 H -1.7779 -1.3593 4.3295  0.110
5 H -2.5358 0.1027 3.0147  0.103
6 H -0.9354 -4.5836 -1.7495  0.135
7 H -1.4991 2.5546 -1.5276  0.011
8 H 5.7699 3.9890 1.6582  0.086
9 H 4.6069 2.1091 2.3020  0.110
10 H -0.5730 -0.9327 2.6822  0.048
11 H 2.9447 1.8800 0.4509  0.099
12 H 1.3360 -2.7213 -0.0802  0.147
13 H -2.8279 -0.2869 -4.4930  0.142
14 H -4.0217 -3.3286 2.2184  0.100
15 O -1.9600 3.3880 -1.6485  -0.090
16 H 2.8627 0.6157 3.3239  0.107
17 H 2.2201 0.4998 -2.5684  0.044
18 H 4.4790 2.4992 -0.0655  0.121
19 C -1.3190 -4.1633 -0.8198  -0.120
20 H -2.3912 -1.6628 1.1456  0.056
21 C -3.3053 -0.0666 0.9957  -0.165
22 O -0.8137 -1.8617 2.6560  -0.091
23 O -2.5363 -0.5591 -2.3692  -0.097
24 O -1.6528 6.0658 -0.7470  -0.057
25 O 4.9249 4.1422 2.0873  -0.046
26 H -3.4451 3.2748 -0.3283  0.100
27 H 3.7463 1.2516 -5.5706  0.123
28 H 0.2169 -2.5808 -3.5442  0.140
29 C 2.8209 -0.2362 -4.2261  -0.318
30 O 5.1441 -0.1720 -4.8885  -0.051
31 C -2.3647 -0.9673 -3.7784  -0.111
32 H -0.2795 -3.8905 1.1452  0.126
33 H -3.6517 1.3525 2.5477  0.142
34 H -4.2102 -0.6410 1.1939  0.126
35 O -0.4267 -2.0219 -3.1025  -0.080
36 O 0.1663 0.0134 0.2058  -0.061
37 O 2.5227 -0.6662 5.3629  -0.066
38 H 3.3475 -1.8158 4.0013  0.117
39 O -1.7653 1.5343 1.8482  -0.018
40 H -0.8200 -1.5108 -5.1080  0.146
41 O -3.3862 -2.6398 2.4266  -0.086
42 C -1.4088 -2.2874 3.8930  -0.176
43 H -1.1593 0.9820 1.3488  0.039
44 H -0.7730 -2.6471 4.7021  0.119
45 H -1.8533 3.4866 0.3819  0.105
46 C -2.5176 3.8423 -0.4057  -0.217
47 H 1.8915 -0.0634 -4.7689  0.110
48 H -3.6280 0.6295 0.2214  0.126
49 C 2.2937 -0.2366 2.9525  -0.241
50 H -3.3156 -3.2634 4.4156  0.122
51 C 3.5825 2.7628 0.4956  -0.295
52 H -3.2688 0.0610 -2.3474  0.135
53 H 3.0361 -1.2947 -4.0800  0.122
54 H 1.7179 -0.2222 5.6399  0.085
55 O 1.0146 0.2261 2.7591  -0.068
56 H -2.8548 -1.9203 -3.9776  0.129
57 H 1.6233 -2.0596 4.1693  0.100
58 H -1.8345 -4.8874 -0.1889  0.144
59 O -0.7564 1.0139 -1.1014  0.056
60 H 0.6611 -4.5645 -0.0951  0.144
61 C 2.3946 -1.2937 4.0884  -0.207
62 H -2.3426 -4.2018 3.2708  0.112
63 O 2.8721 3.8330 0.0454  -0.023
64 H 0.8583 0.4169 1.8313  0.038
65 C -2.6511 -3.1955 3.5544  -0.151
66 O -2.0387 -2.9346 -1.1483  -0.108
67 C 4.1085 2.9998 1.9196  -0.257
68 H 2.8804 -0.5159 2.0774  0.120
69 H -2.9267 -3.2986 -1.1729  0.136
70 C 0.4017 0.8431 -0.7287  -0.811
71 Cr -0.9339 -1.1209 -1.1355  1.064
72 O -2.3597 -0.9863 0.4652  -0.134
73 C 3.8306 0.2060 -5.2742  -0.241
74 C -2.8336 5.3480 -0.5558  -0.243
75 H 3.2359 3.1973 2.5422  0.120
76 H 3.4850 4.4523 -0.3575  0.101
77 H -3.4987 5.5448 -1.3966  0.120
78 C -0.1325 -3.8350 0.0665  -0.197
79 H 5.2311 -0.1967 -3.9328  0.079
80 O 0.4204 -2.6230 -0.3515  -0.060
81 C -0.8574 -1.1215 -4.0906  -0.186
82 H 3.5592 -0.3098 -6.1952  0.115
83 O 0.7135 0.0424 -1.5814  0.031
84 H -3.3426 5.8185 0.2854  0.112
85 C -2.8212 0.7477 2.1837  -0.238

## Properties
**HOMO-LUMO gap (spin up / spin down)**: 6.85 / 6.97 eV
**2S+1**: 4
**Net charge**: +1



[2]
A structure of composition C35H30GeN2OS2Tc. Source: the Open Molecules 2025 dataset; level of theory: wB97M-V/def2-TZVPD.

Each line ends with the Löwdin charge.
Positions of all 72 atoms, in Å:
1 H 0.0285 1.7370 4.4591  0.096
2 C -1.1575 -3.2101 -1.2122  -0.031
3 S -0.4144 2.8503 0.2100  0.573
4 H 6.7649 0.7684 -1.2980  0.102
5 H -2.2391 -3.0237 1.3138  0.063
6 H -5.3345 -0.3106 -0.0787  0.106
7 C 4.3719 3.1493 -0.9422  -0.297
8 H 5.5945 2.9214 2.2095  0.102
9 C 5.4854 2.7146 1.1524  -0.081
10 C -2.0379 -0.5625 5.8404  -0.111
11 C 0.2941 0.1257 2.0386  -0.374
12 H 5.0746 1.9951 -2.6044  0.112
13 H -0.0462 2.6107 6.7649  0.102
14 C -1.7028 -3.4087 2.1674  -0.102
15 H 2.6971 -0.8997 -3.0531  0.099
16 C -1.2810 0.0818 4.8631  -0.285
17 H 3.7831 4.8750 -2.0800  0.082
18 H -3.6026 -1.5275 1.1175  0.086
19 C 1.0826 2.7791 -0.6731  -1.080
20 H -5.4333 2.1622 0.0270  0.106
21 H -2.5933 -1.4606 5.5930  0.104
22 Ge -1.2240 -0.5842 3.0293  0.909
23 C 6.1421 1.5083 -0.8111  -0.087
24 H -1.3939 1.4514 8.4846  0.101
25 C -4.6623 1.6283 0.5678  -0.073
26 C 3.3729 3.9049 -1.7887  -0.431
27 C 1.5451 -2.9868 -1.6747  -0.043
28 C 0.9341 -4.2035 -1.8395  -0.089
29 C -3.7360 2.3251 1.3167  -0.096
30 C -4.6067 0.2359 0.5070  -0.073
31 H -0.6853 -6.3815 3.4343  0.101
32 O -1.2907 -1.0059 -0.4901  -0.230
33 H 3.1712 0.5435 -2.1234  0.040
34 H 3.8968 4.1314 0.9016  0.098
35 C 6.2919 1.7627 0.5440  -0.095
36 C -0.6069 1.7211 6.5072  -0.086
37 C 0.8447 -1.8350 -1.2547  -0.106
38 C -0.5354 -1.9701 -0.9623  -0.330
39 C 5.1876 2.1987 -1.5450  -0.072
40 C -3.6223 -0.4512 1.1875  -0.106
41 C -1.5384 -4.7829 2.2855  -0.082
42 H 1.3407 0.1322 2.3382  0.002
43 C 4.5337 3.4031 0.4151  -0.058
44 H 2.6032 -2.9163 -1.8779  0.100
45 N 1.6737 1.7180 -1.0734  -0.049
46 C -0.2484 -4.4567 4.2803  -0.085
47 Tc -0.5774 0.5636 0.5096  1.087
48 C -0.4193 -3.0856 4.1594  -0.116
49 S 1.8160 4.3469 -0.9893  0.898
50 H -2.6685 -0.5812 7.8895  0.102
51 C -1.3629 1.0705 7.4717  -0.091
52 C 1.5197 -0.5501 -1.3030  -0.208
53 C -2.7391 1.6289 2.0017  -0.195
54 C -0.8140 -5.3106 3.3429  -0.089
55 H 3.5707 -1.0693 -1.5333  0.096
56 H 0.0229 -2.4339 4.9054  0.098
57 H 0.3265 -4.8581 5.1054  0.102
58 C 2.8193 -0.4753 -2.0569  -0.010
59 C -1.1527 -2.5377 3.1032  -0.260
60 N 1.0004 0.5251 -0.7654  -0.115
61 H -2.0409 2.1855 2.6163  0.085
62 C -2.0786 -0.0718 7.1379  -0.086
63 H -3.7713 3.4049 1.3718  0.108
64 H -2.2248 -3.2684 -1.0416  0.115
65 H -0.9517 -5.2475 -1.7901  0.106
66 C -0.4452 -4.3037 -1.6301  -0.076
67 H 7.0308 1.2228 1.1219  0.099
68 C -0.5677 1.2276 5.2091  -0.110
69 H 3.1554 3.3525 -2.7017  0.077
70 H 1.5093 -5.0650 -2.1493  0.100
71 H -1.9720 -5.4408 1.5425  0.103
72 C -2.6572 0.2308 1.9485  -0.351

## Properties
**HOMO-LUMO gap (spin up / spin down)**: 7.49 / 7.29 eV
**2S+1**: 2
**ΔE to the lowest compared entry with this formula, charge and spin**: 0.0 kJ/mol



[3]
A cluster of 7 separate species, C34H70BINO14 in total. Source: the Open Molecules 2025 dataset; level of theory: wB97M-V/def2-TZVPD.

Each line ends with the Löwdin charge.
Positions of all 121 atoms, in Å:
1 H 3.5079 -5.7443 0.5598  0.041
2 C 2.9370 -4.8244 0.6244  -0.068
3 H 11.7938 -7.1003 -2.2548  0.080
4 C 5.0089 -7.0230 3.5288  0.024
5 H 9.4806 -9.7561 -2.3716  0.066
6 H 2.3209 5.2803 2.9887  0.043
7 H 2.8184 -4.5812 1.6815  0.086
8 C 0.0873 3.5701 1.1233  -0.185
9 C 3.9305 -7.8796 2.9051  -0.511
10 C 8.4400 -9.4951 -2.5433  0.013
11 H -4.4780 -0.1402 0.2487  0.105
12 C -1.0902 6.5742 1.3515  -0.231
13 C 2.5626 3.3298 3.4907  -0.293
14 H -1.8039 4.9926 2.6581  0.060
15 H -3.1899 -0.8585 -0.7235  0.041
16 H -3.0347 5.6517 1.5709  0.076
17 H 2.4376 3.0663 2.4442  0.087
18 C 3.7340 -9.1848 4.9589  -0.245
19 H -5.3094 -0.4214 -3.5232  0.068
20 H -10.3948 5.3695 -2.0808  0.067
21 H 6.8324 -5.3859 -1.2345  0.081
22 C -6.2114 0.1587 -3.3531  0.009
23 H -5.9267 1.1881 -3.1376  0.081
24 H -0.0975 1.4606 -0.5776  0.087
25 H 3.0498 -2.7661 0.0188  0.047
26 B -0.5345 2.1291 1.5820  -0.540
27 C -8.2433 3.3394 -2.2652  -0.058
28 H -8.1614 2.7613 -1.3451  0.088
29 N 3.0099 4.7425 3.5081  -0.020
30 H 1.5570 3.1192 5.3503  0.098
31 H -3.9961 5.7958 -5.4877  0.080
32 H 4.5590 -6.0760 3.8272  0.100
33 H 2.0808 -8.2352 5.9485  0.084
34 C -1.3885 0.0023 0.2344  -0.733
35 C -9.0841 6.1765 -3.6512  -0.532
36 H -0.2466 6.7931 2.0199  0.091
37 C -4.2048 -0.4628 -0.7552  -0.077
38 H 0.9291 0.9986 4.6609  0.094
39 H 0.9634 3.4070 0.4693  0.111
40 H -1.8329 8.7091 -3.2757  0.095
41 O -7.9629 5.6224 -3.1564  -0.015
42 H -3.1707 5.1337 -4.0646  0.086
43 H 10.3962 -6.0139 -2.3135  0.086
44 O 8.7163 -7.6089 -0.9604  -0.006
45 H 3.3448 -10.1909 5.1095  0.120
46 H -9.2402 3.1778 -2.6750  0.077
47 H -6.8083 0.1472 -4.2621  0.089
48 H 2.9658 5.0897 4.4619  0.049
49 C -0.5801 5.6780 0.2030  -0.246
50 O -0.8813 4.3147 0.3566  -0.198
51 C 6.0085 -4.1071 0.2365  -0.531
52 H 1.9477 -4.9988 0.1995  0.082
53 C -3.3203 7.9867 -1.9510  -0.522
54 H -4.9024 -1.8999 -2.2371  0.108
55 H -2.8333 9.9624 -2.5339  0.088
56 C 3.1689 -8.2486 6.0070  -0.065
57 O -8.2425 -0.0467 -2.1353  0.077
58 H 0.3889 4.1865 1.9786  0.078
59 C -7.9415 4.7930 -1.9832  -0.225
60 C 0.4729 1.2880 2.5625  -0.204
61 C 5.9244 -5.3357 -0.6396  0.010
62 H -5.1602 -2.3760 -0.5714  0.124
63 I 0.2727 -1.5007 -0.0056  0.696
64 C 1.2804 3.0931 4.2888  -0.217
65 C 10.7042 -7.0582 -2.2677  -0.063
66 C -4.5890 6.6854 -3.6220  -0.230
67 H -5.0248 7.5842 -4.0617  0.118
68 O -4.0707 6.9302 -2.3146  0.001
69 C -2.8503 8.9763 -2.9914  0.016
70 O 7.0516 -3.7677 0.7380  0.081
71 H -4.2070 0.4178 -1.3985  0.088
72 H -7.5268 2.9466 -2.9864  0.071
73 O 3.3151 -8.8343 3.6389  -0.001
74 H -1.0510 5.9947 -0.7349  0.103
75 H -11.0692 6.6509 -3.0898  0.089
76 C 7.8817 -8.4601 -1.5927  -0.522
77 H 5.0699 -5.3596 -1.3090  0.074
78 H -1.5778 2.3610 2.1969  0.108
79 O 3.5640 -7.6958 1.7787  0.104
80 H 0.5031 5.8099 0.0747  0.112
81 O 4.9027 -3.3990 0.5155  0.003
82 H 10.4873 -7.1799 -0.1364  0.125
83 H 0.1558 0.2397 2.6042  0.053
84 H -3.4673 9.0191 -3.8855  0.069
85 H 10.4574 -8.7485 -0.9180  0.110
86 H -8.5914 5.2179 -1.2174  0.114
87 H 5.8867 -6.2199 -0.0062  0.080
88 H 4.8218 -9.2539 5.0113  0.110
89 H 3.7416 -3.8664 -1.1554  0.113
90 C -2.1745 5.9037 2.1912  -0.097
91 H -0.5229 1.9515 4.3162  0.096
92 H -5.4121 5.9960 -3.4454  0.104
93 H 0.6178 3.9471 4.1201  0.093
94 O 6.7026 -8.3352 -1.4133  0.110
95 H 3.3811 2.7376 3.9066  0.107
96 C 0.5152 1.7827 4.0167  -0.230
97 H -2.7034 6.7079 -4.6973  0.067
98 O -6.5302 -1.0708 -1.2330  0.000
99 C 10.1403 -7.7093 -1.0222  -0.237
100 C 3.6275 -3.6825 -0.0861  -0.239
101 H 3.4611 -8.5783 7.0048  0.079
102 H 8.3358 -9.1139 -3.5587  0.096
103 H -1.4280 7.5307 0.9597  0.074
104 H 5.7586 -6.8175 2.7682  0.089
105 C -3.5526 6.0460 -4.5231  -0.060
106 O -2.4673 -0.4341 0.4224  -0.097
107 O -2.9807 8.0430 -0.8026  0.104
108 H 3.5211 -7.2266 5.8678  0.070
109 C -5.1675 -1.5231 -1.2478  -0.208
110 C -7.0777 -0.3377 -2.2179  -0.535
111 H 7.8369 -10.3946 -2.4497  0.090
112 H -10.8621 5.0254 -3.7513  0.096
113 H -2.4953 6.5764 2.9915  0.065
114 H -6.9215 4.8827 -1.6119  0.123
115 H 10.3532 -7.5499 -3.1756  0.068
116 O -8.9890 6.9502 -4.5660  0.095
117 C -10.4277 5.7732 -3.0884  0.013
118 H -1.7713 1.9429 -0.2794  0.109
119 C -0.9266 1.3793 0.1271  -0.167
120 H 1.4817 1.2437 2.1281  0.083
121 H 5.5039 -7.4638 4.3896  0.066

## Properties
**HOMO-LUMO gap**: 7.44 eV
**Net charge**: -1